(1)
Here is one molecule with the formula C4H12N2S from OMol25. Energies are from ωB97M-V with the def2-TZVPD basis set.

Computed properties:
SMILES: CNC[C@H](N)CS
Orbital gap in eV: 9.7
E_LUMO in eV: 0.928
Relative energy (zero: lowest compared OMol25 entry of this formula, charge and spin) in eV: 1.4842
Net charge: 0
Spin multiplicity: 1

```
19
C4H12N2S (ωB97M-V with the def2-TZVPD basis set)
S -0.49 2.72 -0.60
N 0.52 -2.35 0.46
N -0.86 -0.12 1.38
C 2.06 -2.25 0.74
C -0.74 0.92 -0.97
C -0.18 -0.03 0.09
C 0.00 -1.44 -0.57
H -1.83 0.19 1.35
H 2.17 -3.26 1.21
H -0.22 0.80 -1.98
H -0.84 -1.13 1.69
H 0.85 0.29 0.33
H 0.61 -1.26 -1.52
H 2.21 -1.43 1.46
H 0.29 2.64 0.44
H 2.60 -2.03 -0.17
H -1.93 0.85 -0.99
H 0.44 -3.21 -0.04
H -0.91 -1.70 -0.83
```

***

(2)
Here is one molecule with the formula C4H12N2S from OMol25. Energies are from ωB97M-V with the def2-TZVPD basis set.

Computed properties:
SMILES: NCCNCCS
Orbital gap in eV: 9.5
E_LUMO in eV: 0.903
Relative energy (zero: lowest compared OMol25 entry of this formula, charge and spin) in eV: 1.6591
Net charge: 0
Spin multiplicity: 1

```
19
C4H12N2S (ωB97M-V with the def2-TZVPD basis set)
S -3.08 1.66 2.23
N 0.12 -0.06 0.20
N 2.27 -0.13 -1.95
C -1.38 0.99 1.92
C 1.56 -1.30 -1.34
C 0.11 -1.14 -0.79
C -1.21 0.39 0.51
H 0.93 0.45 -0.08
H -0.61 -1.06 -1.60
H 2.45 0.41 -1.10
H -0.06 -2.14 -0.26
H -2.61 2.90 2.34
H 2.22 -1.63 -0.54
H -1.35 1.30 -0.15
H -0.83 1.97 2.00
H 3.17 -0.52 -2.21
H 1.42 -2.11 -2.06
H -1.14 0.28 2.74
H -1.98 -0.26 0.13
```

***

(3)
Here is one molecule with the formula C4H12N2S from OMol25. Energies are from ωB97M-V with the def2-TZVPD basis set.

Computed properties:
SMILES: NCNCCCS
Orbital gap in eV: 9.8
E_LUMO in eV: 0.965
Relative energy (zero: lowest compared OMol25 entry of this formula, charge and spin) in eV: 0.6056
Net charge: 0
Spin multiplicity: 1

```
19
C4H12N2S (ωB97M-V with the def2-TZVPD basis set)
S -0.38 2.06 1.46
N 0.82 -0.21 -0.81
N -0.46 1.24 -2.35
C 0.28 0.43 1.92
C 0.50 -1.31 0.11
C -0.37 -0.79 1.24
C -0.19 -0.07 -1.83
H -1.40 -0.63 0.91
H 1.39 -1.81 0.50
H -0.25 -0.79 -2.67
H 0.07 -2.15 -0.44
H 1.34 0.48 1.68
H 1.72 -0.43 -1.23
H 0.17 0.31 2.97
H -0.56 1.87 -1.56
H 0.30 1.57 -2.93
H -1.14 -0.45 -1.42
H -0.50 -1.51 2.05
H -1.32 2.17 2.40
```

***

Listing E_HOMO for the structures above in their given order: -8.8, -8.6, -8.8 eV.